187
Properties=species:S:1:pos:R:3:forces:R:3 method="wB97M-V/def2-TZVPD" homo_ev=-6.56 total_energy_ha=-7110.9085 lumo_energy_ev=1.6 largest_force_ev_per_a=5.43 total_charge=-1
P 0.881 -0.190 0.564 -1.1870 -0.2949 0.3387
F -0.199 0.956 0.977 0.6335 1.2255 -0.2154
F 0.503 -0.848 2.000 0.7286 -0.7584 -0.1849
F -0.405 -0.925 -0.128 0.5821 -0.9505 -0.0569
F 1.908 -1.410 0.178 -0.7583 0.3572 0.3150
F 1.166 0.499 -0.863 0.3809 0.4485 -0.0191
F 2.119 0.616 1.246 -0.3450 0.0346 -0.2256
C -0.407 -4.596 -4.977 0.3172 -0.0162 -0.4931
C 1.002 -4.599 -4.389 0.7126 -0.2231 -0.3114
C 1.835 -3.395 -4.782 0.1502 -0.4691 -1.2620
O 3.076 -3.415 -4.105 0.1829 0.3633 0.3952
C 3.952 -2.336 -4.420 -0.0640 -0.6783 -0.1582
N 0.945 -4.617 -2.952 -0.6396 0.5420 0.3120
H -1.038 -3.800 -4.582 0.0784 -0.0138 0.4459
H -0.883 -5.561 -4.802 -0.0570 0.1181 0.1015
H -0.408 -4.406 -6.050 0.2183 -0.2046 -0.2112
H 1.574 -5.467 -4.718 -0.1569 -0.3124 -0.2370
H 1.265 -2.487 -4.582 0.0966 0.3873 -0.0382
H 2.038 -3.545 -5.843 -0.0406 0.6612 -0.5185
H 3.419 -1.390 -4.521 -0.0077 0.0732 0.1671
H 4.493 -2.550 -5.341 -0.1556 0.0369 -0.4465
H 4.738 -2.280 -3.667 -0.3788 0.0741 0.3193
H 0.353 -3.802 -2.873 -0.7986 0.1696 1.3248
H 1.818 -4.187 -2.684 0.5480 -0.4853 0.6704
C 3.166 -6.216 3.794 0.9250 -0.6233 1.8922
C 2.484 -7.264 2.937 1.3853 1.3343 -0.5248
C 2.419 -8.729 3.470 -0.3701 1.0813 -1.6181
O 1.918 -9.484 2.357 0.0505 -0.2433 0.3393
C 2.265 -10.836 2.337 0.6230 -1.2223 0.5892
N 1.280 -6.668 2.454 -2.2456 -0.0479 -0.1410
H 2.901 -6.339 4.844 -0.0529 0.0517 0.3377
H 2.919 -5.180 3.560 -0.0494 -0.2323 -0.4397
H 4.248 -6.336 3.736 0.2125 0.1401 0.1462
H 3.143 -7.206 2.071 -0.0460 -1.1476 -0.3918
H 1.779 -8.838 4.345 -0.2398 0.0744 0.1046
H 3.423 -9.065 3.731 0.1866 0.0468 0.0267
H 1.469 -11.579 2.384 -0.9355 0.5539 -0.0496
H 2.864 -11.143 3.195 0.3462 0.3203 0.3130
H 2.841 -11.174 1.476 0.1593 0.7118 -0.4295
H 0.734 -6.299 3.218 -0.5324 -0.6214 0.6874
H 1.475 -5.764 2.047 0.5599 -0.1661 -0.8585
C -5.863 7.402 -0.419 -0.6387 -0.5084 0.8094
C -4.850 8.499 -0.127 -0.4519 -1.7493 -1.2613
C -3.667 8.254 -1.148 -0.0672 -0.5234 0.8589
O -2.925 7.089 -0.776 -0.6384 0.9598 1.7524
C -1.777 6.950 -1.529 0.6240 -0.4270 -0.9276
N -5.521 9.742 -0.388 0.9800 1.5073 -0.8628
H -6.064 7.251 -1.480 0.3733 -0.0903 -0.0222
H -6.836 7.657 0.001 -0.0758 0.2099 0.2080
H -5.574 6.489 0.101 0.1099 -0.2745 -0.4633
H -4.552 8.358 0.912 0.6475 0.1645 0.0049
H -2.990 9.106 -1.220 0.0960 0.2941 0.1532
H -4.008 8.003 -2.152 -0.6888 0.6406 -0.1895
H -1.035 6.307 -1.056 -0.4284 -0.2971 0.1972
H -1.233 7.875 -1.723 -0.1975 0.4569 0.0381
H -2.087 6.527 -2.484 0.4462 -0.1497 -0.4311
H -6.151 10.117 0.307 -0.1178 -0.7052 0.3346
H -4.800 10.445 -0.459 0.0174 0.4649 -0.2019
C 4.637 8.432 -0.288 -0.4621 -0.0633 0.9452
C 5.511 7.751 0.766 -0.0967 -0.9898 -1.3005
C 4.812 6.596 1.555 0.3896 0.7286 -0.0518
O 3.931 7.184 2.433 -1.5702 1.5122 0.2796
C 3.346 6.371 3.422 1.0776 0.0825 0.1026
N 6.551 7.077 -0.006 1.2200 0.0638 -0.0927
H 3.890 9.025 0.239 -0.6628 -0.3442 -0.4784
H 4.305 7.595 -0.902 -0.9395 0.2576 -0.0190
H 5.142 9.104 -0.982 0.5520 0.0560 0.3624
H 5.979 8.518 1.382 -0.2676 -0.3552 0.6372
H 5.568 5.979 2.040 0.4973 0.2591 0.4357
H 4.276 5.849 0.969 -0.0589 0.2046 -0.9588
H 3.126 5.380 3.027 0.0396 -0.1993 0.2130
H 2.443 6.797 3.861 0.0075 0.2868 -0.4563
H 4.120 6.395 4.189 -0.2424 -0.9447 0.6162
H 7.373 7.659 0.069 0.4645 -0.2575 -0.0297
H 6.309 7.162 -0.983 0.0508 -0.3392 -0.2223
C -7.646 -7.803 -1.061 -2.3625 -0.6646 -0.1232
O -7.061 -6.871 -0.274 3.6490 3.9732 0.6306
P -5.980 -5.698 -0.731 1.5217 -1.7402 0.9506
O -4.535 -6.097 -0.552 -3.0502 0.8844 -1.1459
O -6.509 -5.214 -2.194 0.0151 -0.4457 1.0297
C -7.829 -4.612 -2.296 0.3670 0.4734 0.3955
O -6.431 -4.543 0.254 -0.2833 -0.3338 0.1232
C -5.597 -3.901 1.221 0.4749 1.1600 0.1960
H -8.591 -7.725 -0.523 -0.8474 -1.7083 -0.6132
H -7.163 -8.778 -0.992 -0.0808 0.0265 -0.2322
H -7.893 -7.481 -2.073 0.6111 -0.0943 -0.2821
H -8.113 -4.206 -1.325 -0.1236 -0.0870 -0.0576
H -8.599 -5.298 -2.649 0.3087 -0.2801 0.0165
H -7.763 -3.770 -2.985 0.1805 -0.1824 -0.0775
H -5.810 -4.094 2.273 -0.4874 -0.9171 -0.2229
H -5.825 -2.839 1.133 0.2751 0.0678 -0.2852
H -4.531 -4.070 1.070 -0.1712 -0.1415 -0.3219
C -8.284 7.604 6.181 -0.0042 0.6010 -1.0652
O -7.371 7.273 7.224 1.9191 -1.5486 -0.3752
P -6.157 6.116 7.192 -0.3487 -0.1996 -0.8706
O -4.849 6.469 7.817 -2.5551 -0.3427 -0.7759
O -6.867 4.829 7.840 2.9002 1.3502 1.8192
C -7.853 4.026 7.328 -0.8389 0.2776 -1.5987
O -6.076 5.657 5.617 -0.7110 1.3505 0.9790
C -5.229 4.594 5.205 1.0883 -0.4977 0.9172
H -7.870 7.694 5.176 0.7960 -0.4624 0.0989
H -8.621 8.630 6.332 -0.2424 -0.1869 0.6529
H -9.130 6.930 6.046 0.0099 -0.1699 0.6555
H -7.797 2.976 7.613 0.1641 0.2800 0.7014
H -7.674 4.023 6.253 -0.8524 -0.1015 -0.3306
H -8.773 4.532 7.622 -0.5543 -0.7191 -0.3875
H -4.846 4.063 6.077 -0.3226 -0.3311 0.1885
H -4.293 4.945 4.772 -0.3934 0.3658 -0.5419
H -5.760 3.889 4.565 -0.0404 0.3329 -0.0771
C -6.642 5.227 -5.686 0.1531 -0.3527 -0.3372
O -6.767 4.056 -4.829 0.4326 -0.5900 -0.1390
P -6.022 2.616 -5.137 0.9903 2.5144 -0.1117
O -6.508 1.953 -6.366 0.6956 0.1383 1.5325
O -4.449 3.172 -5.127 -1.6170 -0.6866 -0.8422
C -3.388 2.223 -5.313 -0.1162 -1.0127 0.5794
O -6.108 1.835 -3.748 -0.6051 -0.8928 -2.5278
C -5.784 2.390 -2.518 -0.3999 1.2908 1.4115
H -6.113 6.053 -5.210 0.5714 -0.5398 0.3184
H -7.585 5.711 -5.941 -0.5563 -0.8119 0.2634
H -6.179 4.947 -6.632 0.1974 0.0942 0.1184
H -2.594 2.545 -5.986 -0.2054 0.6618 0.2817
H -3.705 1.264 -5.723 -0.5328 0.0728 -0.1911
H -3.028 1.971 -4.315 0.4941 0.2127 -0.0963
H -6.724 2.650 -2.031 -0.0367 0.2169 0.0846
H -5.215 3.309 -2.657 0.2388 -0.1298 0.2538
H -5.298 1.693 -1.836 0.3254 -0.1835 -0.5638
C 5.250 -10.848 -3.640 -1.5225 0.8633 -1.7757
O 5.839 -10.596 -2.411 0.8557 -0.2506 0.9884
P 5.533 -9.262 -1.606 -0.3488 0.4865 -0.2338
O 4.131 -8.815 -1.596 1.1480 -0.3489 0.2135
O 6.122 -9.672 -0.171 -0.3198 0.1251 -1.0691
C 7.508 -9.878 0.007 1.3324 0.5278 1.1381
O 6.566 -8.214 -2.309 -0.5479 -0.9414 0.5709
C 6.845 -6.967 -1.665 0.0410 -0.1552 0.8560
H 4.593 -11.715 -3.689 0.3959 -0.3548 0.6106
H 5.950 -10.891 -4.475 0.3952 -0.1032 0.3338
H 4.571 -10.023 -3.858 -0.0957 0.1188 -0.2691
H 8.168 -9.882 -0.861 -0.6071 0.1699 -0.4674
H 7.783 -10.772 0.567 -0.8279 -0.3889 -0.1257
H 7.833 -9.074 0.667 0.2439 0.1870 -0.1067
H 5.969 -6.527 -1.189 -0.3111 0.1450 -0.5840
H 7.333 -6.300 -2.376 -0.2616 -0.1323 0.0472
H 7.504 -7.158 -0.818 0.4331 0.0321 -0.1207
C -1.019 -6.370 9.596 -0.4230 0.2886 -1.0135
O -2.076 -5.404 9.471 -0.4495 1.0245 -1.6546
P -2.743 -4.901 8.027 -0.1645 -1.7544 -0.3409
O -2.080 -5.157 6.711 -0.4357 0.5109 2.5833
O -4.192 -5.608 8.029 1.0054 0.1707 -0.5192
C -5.002 -5.566 9.170 -0.4861 -0.4058 1.3278
O -3.125 -3.416 8.426 0.2885 -0.2558 0.0502
C -2.210 -2.415 7.993 0.4484 0.8113 -0.7043
H -1.153 -6.823 10.578 0.1705 -0.1782 -0.2856
H -0.044 -5.897 9.483 -0.0379 0.1551 0.3136
H -1.114 -7.045 8.745 0.1059 -0.5521 0.3958
H -4.435 -5.162 10.009 -0.4014 0.3839 0.0585
H -5.309 -6.558 9.501 0.3720 -0.4336 -0.3476
H -5.962 -5.080 9.001 0.3504 0.6197 -0.2201
H -2.191 -2.410 6.904 -0.0519 0.1788 0.0105
H -1.179 -2.564 8.312 -0.0724 -0.3378 0.3266
H -2.531 -1.443 8.368 -0.2150 -0.2319 0.0148
C 4.151 8.560 -8.434 -0.6520 -0.5963 0.0682
O 5.197 8.382 -7.502 1.0389 -0.6077 0.3631
P 5.604 6.938 -6.978 3.1822 0.7432 1.8896
O 6.848 6.996 -6.099 -2.8780 -0.2673 -2.0649
O 4.277 6.410 -6.256 1.2682 1.2106 -1.2350
C 4.235 5.058 -5.862 -0.1131 -1.1970 -0.4733
O 5.800 6.081 -8.325 -0.0692 -0.1749 0.4298
C 7.087 6.045 -8.984 0.1326 -0.1618 -0.5294
H 3.430 9.103 -7.823 -0.4835 0.2047 -0.9928
H 3.768 7.603 -8.787 -0.3759 -0.1459 0.4051
H 4.479 9.003 -9.375 0.2287 0.7492 0.4640
H 3.609 4.580 -6.616 -0.7248 -0.2810 0.7069
H 3.927 5.026 -4.817 -0.2951 -0.2877 -0.3336
H 5.159 4.494 -5.990 0.5233 0.5245 0.3265
H 7.866 6.585 -8.444 -0.2488 -0.0558 0.1533
H 7.000 6.429 -10.000 -0.3422 0.5407 0.1603
H 7.406 5.021 -9.177 -0.1982 -0.1960 0.6860
C 7.877 1.466 0.097 0.7349 -0.8220 -0.3265
C 8.611 1.254 1.400 -1.7993 0.9230 -0.1685
O 9.879 1.801 1.156 0.1900 -0.3932 1.4844
C 10.134 1.673 -0.156 0.9175 0.7232 -1.8768
O 11.178 1.820 -0.737 -0.8373 -0.2619 1.3313
O 8.989 1.442 -0.786 -0.3390 0.1670 -1.5750
F 8.678 -0.067 1.656 0.5720 -0.6869 0.3995
H 7.337 2.413 0.072 0.0409 -0.0590 -0.2165
H 7.291 0.596 -0.196 -0.4248 0.3354 0.3794
H 8.025 1.743 2.178 0.9002 0.0810 0.5640